The following is a DFT calculation (ωB97M-V/def2-TZVPD) of the molecule C2H3NO2 in a non-equilibrium geometry.

Geometry (Å):
O (0.1238, 0.0190, -2.9303)
C (0.2532, 0.1874, -1.4064)
N (-0.3226, 0.9421, -0.4910)
C (0.5095, -0.2686, -0.0143)
O (-0.1121, -1.2877, 0.5437)
H (0.0539, 1.8334, -0.2305)
H (1.5763, -0.1320, 0.2976)
H (-0.7382, -1.7499, -0.0964)

Values from the calculation:
energy above the lowest of the compared OMol25 structures with the same formula, charge and spin	4.804	eV
highest occupied orbital energy (alpha / beta)	-0.3607 / -0.3607	Eh
SMILES string	O=C1N[C@H]1O
frontier orbital gap (alpha / beta)	9.7179 / 9.7187	eV

=====

The following is a DFT calculation (ωB97M-V/def2-TZVPD) of a 11-piece molecular cluster, C34H70O32 overall in a non-equilibrium geometry.

Geometry (Å):
C (3.6988, -6.6138, -3.9844)
O (2.4589, -6.0118, -3.6076)
C (2.2567, -4.7627, -3.7967)
O (3.0636, -3.8901, -4.0989)
O (1.0231, -4.4563, -3.3799)
C (0.5294, -3.1295, -3.6728)
H (3.5228, -7.6780, -3.8272)
H (4.5715, -6.2682, -3.4302)
H (3.8909, -6.4686, -5.0474)
H (-0.5471, -2.9593, -3.6554)
H (0.8741, -2.7736, -4.6437)
H (0.8778, -2.5039, -2.8511)
C (0.4435, 1.7701, 7.8905)
O (-0.7626, 1.3757, 7.2240)
C (-1.7908, 2.2255, 7.0032)
O (-1.8470, 3.3878, 7.4606)
O (-2.5577, 1.5994, 6.0389)
C (-3.5356, 2.4017, 5.3252)
H (0.3023, 1.4026, 8.9070)
H (0.5432, 2.8552, 7.8666)
H (1.3033, 1.2939, 7.4194)
H (-2.9899, 3.1294, 4.7247)
H (-3.9920, 3.0189, 6.0992)
H (-4.2053, 1.8432, 4.6712)
C (2.9173, 2.9318, 0.6099)
O (3.1265, 2.4808, -0.7515)
C (4.0104, 1.5251, -1.0388)
O (4.7513, 0.9654, -0.2240)
O (3.9430, 1.2707, -2.3678)
C (5.0273, 0.5016, -2.9520)
H (2.3486, 3.8424, 0.7982)
H (3.9162, 3.1609, 0.9811)
H (2.4546, 2.2085, 1.2813)
H (5.2128, -0.4329, -2.4224)
H (6.0089, 0.9732, -2.9992)
H (4.7784, 0.3108, -3.9959)
C (3.3481, 4.8881, 4.3089)
O (3.0621, 3.6710, 3.6959)
C (2.1565, 2.8754, 4.3052)
O (1.5097, 3.1817, 5.3605)
O (2.1064, 1.6906, 3.6937)
C (1.3970, 0.6209, 4.2333)
H (3.9887, 5.4393, 3.6205)
H (3.8808, 4.8004, 5.2559)
H (2.4685, 5.5154, 4.4532)
H (0.4058, 0.9954, 4.4888)
H (1.8091, 0.2870, 5.1855)
H (1.3376, -0.1318, 3.4472)
C (-0.2415, 4.2849, 2.1675)
O (-1.3125, 4.5719, 1.3137)
C (-1.0060, 5.0809, 0.0379)
O (0.1283, 4.9610, -0.4207)
O (-2.0406, 5.6973, -0.5228)
C (-1.9435, 6.4617, -1.7143)
H (-0.4451, 4.1367, 3.2280)
H (0.5977, 4.9712, 2.0543)
H (0.2410, 3.3273, 1.9715)
H (-2.4685, 7.3857, -1.4720)
H (-2.3677, 5.9496, -2.5780)
H (-0.9420, 6.7036, -2.0699)
C (-2.8637, -1.1971, -3.6757)
O (-3.9707, -0.3922, -4.1237)
C (-4.0573, 0.9736, -3.9916)
O (-5.0269, 1.6073, -4.3494)
O (-2.8856, 1.5564, -3.6779)
C (-2.8025, 2.9513, -3.3747)
H (-2.1092, -1.3871, -4.4391)
H (-3.1662, -2.1894, -3.3410)
H (-2.2336, -0.8459, -2.8585)
H (-3.2539, 3.5853, -4.1379)
H (-1.7768, 3.3200, -3.3677)
H (-3.3055, 3.1933, -2.4385)
C (-5.6421, 0.1316, -0.8407)
O (-4.8766, -0.8298, -0.1586)
C (-5.0178, -2.1549, -0.4592)
O (-5.3689, -2.6397, -1.5469)
O (-4.5344, -2.8714, 0.5780)
C (-4.7085, -4.3058, 0.6246)
H (-6.6028, 0.1465, -0.3260)
H (-5.9938, 0.0396, -1.8683)
H (-5.1886, 1.1219, -0.7992)
H (-5.2916, -4.7287, -0.1936)
H (-5.3938, -4.5648, 1.4317)
H (-3.8282, -4.9463, 0.6790)
C (-3.0417, -3.1368, 3.3294)
O (-1.7346, -3.3644, 2.8398)
C (-0.6982, -2.9016, 3.5521)
O (-0.7908, -2.1978, 4.5504)
O (0.3482, -3.4448, 2.9534)
C (1.6533, -3.1862, 3.4081)
H (-3.7394, -3.7273, 2.7356)
H (-3.2380, -2.0649, 3.3026)
H (-3.0413, -3.5034, 4.3559)
H (1.9415, -3.6891, 4.3312)
H (1.8607, -2.1469, 3.6628)
H (2.2820, -3.5062, 2.5771)
C (1.0095, -5.2475, 0.1132)
O (2.4010, -5.6819, 0.1494)
C (3.4636, -4.8397, -0.0859)
O (4.6240, -5.0747, 0.2006)
O (3.0260, -3.6378, -0.6155)
C (4.0030, -2.6507, -0.9398)
H (0.9213, -4.1854, 0.3415)
H (0.4571, -5.8751, 0.8126)
H (0.5774, -5.5578, -0.8382)
H (4.3438, -2.9213, -1.9391)
H (4.8524, -2.7016, -0.2587)
H (3.6721, -1.6135, -0.8851)
C (2.3693, -0.3581, -7.9478)
O (1.9604, 0.0561, -6.6441)
C (0.7401, 0.5709, -6.4777)
O (-0.1801, 0.6584, -7.3272)
O (0.4886, 0.9956, -5.2341)
C (1.4956, 1.2692, -4.2560)
H (1.5380, -0.8279, -8.4734)
H (3.0755, -1.1825, -7.8495)
H (2.8560, 0.4109, -8.5478)
H (2.1020, 0.3669, -4.1771)
H (1.0726, 1.5812, -3.3012)
H (2.2134, 2.0244, -4.5762)
C (0.6381, -0.5873, -0.1827)
O (0.0581, 0.1039, -1.2550)
C (-0.6850, 1.2522, -0.8767)
C (-1.8437, 1.0618, 0.1993)
O (-1.2948, 1.0382, 1.5555)
C (-2.2970, 0.9194, 2.5742)
H (-0.1278, -1.2072, 0.2833)
H (1.1892, 0.0661, 0.4936)
H (1.4320, -1.2226, -0.5754)
H (-1.0280, 1.5537, -1.8665)
H (0.0034, 2.0576, -0.6207)
H (-2.3495, 0.1472, -0.1101)
H (-2.5106, 1.9014, 0.0032)
H (-2.9612, 1.7836, 2.5718)
H (-1.7183, 1.0113, 3.4933)
H (-2.7879, -0.0528, 2.5285)

Values from the calculation:
energy above the lowest of the compared OMol25 structures with the same formula, charge and spin	0.000	eV
highest occupied orbital energy	-0.3636	Eh
SMILES string	COC(=O)OC.COC(=O)OC.COC(=O)OC.COC(=O)OC.COC(=O)OC.COC(=O)OC.COC(=O)OC.COC(=O)OC.COC(=O)OC.COC(=O)OC.COCCOC
frontier orbital gap	10.3318	eV

=====

The following is a DFT calculation (ωB97M-V/def2-TZVPD) of the molecule C2H5BO4 in a non-equilibrium geometry.

Geometry (Å):
C (-2.2408, 0.0920, -0.1041)
O (-0.9499, 0.4263, 0.3425)
C (-0.0169, -0.6155, 0.1889)
O (-0.3334, -1.7682, -0.0459)
B (1.4927, -0.1031, 0.1459)
O (1.9195, 0.2135, -1.0643)
O (2.2512, 0.1215, 1.2691)
H (-2.3538, -0.6685, -0.7581)
H (-2.5928, 1.0126, -0.5772)
H (-2.8778, -0.1467, 0.7344)
H (2.5810, 0.8999, -1.0975)
H (3.1209, 0.5362, 0.9664)

Values from the calculation:
energy above the lowest of the compared OMol25 structures with the same formula, charge and spin	0.000	eV
highest occupied orbital energy	-0.3773	Eh
SMILES string	COC(=O)B(O)O
frontier orbital gap	10.3484	eV

=====

The following is a DFT calculation (ωB97M-V/def2-TZVPD) of F22K3N2O8P3S4 as an isolated structure in a non-equilibrium geometry.

Geometry (Å):
K (0.4760, -2.9513, -0.4952)
K (-1.8023, 1.7121, 6.5473)
K (-5.9980, 6.1794, -0.1178)
N (-7.2831, -2.0867, 0.8460)
S (-6.7486, -0.5340, 1.3301)
O (-6.8455, 0.6620, 0.4149)
O (-5.6339, -0.5339, 2.3382)
F (-7.9369, -0.2592, 2.3852)
S (-6.5123, -2.0847, -0.4779)
O (-5.0811, -2.2894, -0.4256)
O (-7.0863, -1.3140, -1.5355)
F (-7.0232, -3.5329, -0.8700)
N (4.8848, -3.1315, -2.1981)
S (5.6424, -1.7516, -2.8880)
O (6.8230, -2.0338, -3.6914)
O (5.5819, -0.5263, -2.0542)
F (4.5396, -1.4354, -4.0057)
S (5.8454, -3.3146, -1.0958)
O (5.7328, -2.4532, 0.0980)
O (7.2321, -3.7113, -1.5037)
F (5.1678, -4.6723, -0.6232)
P (4.4768, 2.3225, 6.7955)
F (3.0087, 3.1078, 6.6803)
F (4.7068, 2.8719, 8.2331)
F (3.5204, 1.0233, 7.3454)
F (5.8721, 1.4626, 6.9910)
F (4.3076, 1.7689, 5.2774)
F (5.2406, 3.6328, 6.1572)
P (-0.6234, 2.8125, 0.8306)
F (-1.8640, 2.9882, 1.8028)
F (-1.1965, 4.1272, -0.0232)
F (0.3514, 3.6848, 1.7079)
F (0.7064, 2.5814, -0.1606)
F (-0.1509, 1.4285, 1.5763)
F (-1.4707, 1.8913, -0.1763)
P (-1.5452, -0.8131, -6.4826)
F (-2.3449, 0.5802, -6.1870)
F (-2.7220, -1.8562, -5.8964)
F (-2.2334, -0.7594, -7.9698)
F (-0.6221, -2.0882, -6.6830)
F (-0.2819, 0.0762, -6.9268)
F (-1.1103, -0.7808, -4.8697)

Values from the calculation:
highest occupied orbital energy	-0.1873	Eh
frontier orbital gap	4.8390	eV
total charge	-2

=====

no.,E_tot (eV)
1,-7703.0385
2,-101907.2876
3,-11023.4412
4,-199344.1003